No. 1
{
  "formula": "C2H4N2O2",
  "method": "ωB97M-V/def2-TZVPD",
  "charge": 0,
  "orbital_gap_ev": 10.7,
  "e_homo_ev": -10.02,
  "e_lumo_ev": 0.66,
  "symbols": ["O", "H", "H", "H", "N", "N", "C", "C", "O", "H"],
  "xyz": [[1.31086, -0.58990, 1.04776], [0.58947, 1.40288, -1.29402], [-1.17057, -0.28053, -1.60242], [2.13873, 1.06533, 0.21884], [-0.87987, 0.06566, -0.69554], [0.41651, 0.56983, -0.74722], [1.33035, 0.30935, 0.24225], [-1.14666, -1.14840, 1.80178], [-1.18177, -2.24015, 1.48333], [-1.51672, 0.79325, -0.38547]],
  "forces_ev_per_a": [[-0.060, 0.368, -0.347], [-0.023, -0.016, 0.106], [0.113, 0.002, 0.075], [0.065, -0.164, -0.147], [-0.217, 0.005, -0.200], [0.293, 0.293, 0.145], [0.092, -0.117, 0.101], [-0.274, -1.444, -0.147], [0.006, 1.235, 0.450], [0.005, -0.162, -0.036]],
  "nbo_charge": [-0.58, 0.36, 0.36, 0.10, -0.64, -0.47, 0.53, 0.51, -0.53, 0.35]
}

No. 2
{
  "formula": "C22H42N2O7SiTl",
  "method": "ωB97M-V/def2-TZVPD",
  "charge": 1,
  "orbital_gap_ev": [6.2, 6.2],
  "e_homo_ev": [-10.89, -10.89],
  "e_lumo_ev": [-4.71, -4.71],
  "symbols": ["C", "N", "C", "C", "H", "H", "H", "C", "C", "H", "C", "H", "H", "O", "H", "H", "O", "H", "H", "C", "O", "H", "H", "H", "C", "C", "C", "C", "C", "C", "H", "H", "H", "H", "Si", "H", "H", "H", "Tl", "H", "C", "C", "H", "H", "H", "H", "H", "H", "C", "H", "H", "H", "N", "C", "H", "H", "H", "H", "H", "H", "O", "C", "C", "O", "H", "H", "O", "C", "H", "H", "O", "H", "C", "C", "H"],
  "xyz": [[1.36416, 0.92295, -3.46821], [-2.03748, -2.15723, -4.41404], [4.75291, -2.17393, 0.68162], [-2.40850, -0.21328, 2.01366], [-2.08361, 0.67393, 2.56336], [0.58978, 1.38103, -6.72916], [1.98368, 2.25381, -0.54573], [-0.77088, -0.12181, -4.00661], [0.44174, 0.41477, 2.66095], [5.20887, -1.23287, 0.40851], [-0.20621, -0.97722, 2.56968], [-3.34900, -3.24162, -3.13928], [-1.50616, -4.28139, 1.71395], [0.38482, 1.00829, 1.38743], [1.92866, 2.32078, 1.79349], [-1.77279, 2.43554, 1.10795], [0.06048, 2.22852, -1.00228], [1.51983, -4.36998, -0.19468], [-0.51446, -1.30096, 3.57195], [-1.96923, -0.94498, -3.62819], [-1.30054, -1.03206, 1.67291], [-0.07635, 1.05598, 3.39290], [2.45082, -2.29222, -2.65179], [-1.84370, -5.46815, 0.46750], [-0.87018, -2.99670, -4.24287], [-2.10646, -4.46457, 0.82153], [0.49657, 1.05070, -5.70447], [3.39507, -2.30586, -2.11107], [2.48485, -4.16372, 0.25371], [1.48661, 1.36075, -4.78542], [3.93741, -1.39993, -2.37012], [5.40683, -2.98340, 0.38612], [-3.12286, 2.79148, 0.00590], [4.61515, -2.20385, 1.75369], [3.06045, -2.40544, -0.22740], [0.28891, 3.00895, 1.87193], [-1.92513, -1.15445, -2.54087], [-0.74596, -3.34691, -3.20955], [0.05045, -0.60606, -0.75890], [2.35548, 1.93405, -5.07317], [-3.13721, 0.20315, 0.72934], [0.93464, 2.29992, 1.32701], [-1.37641, 0.05447, -6.04313], [0.01833, -2.43807, -4.52545], [3.17880, -4.93038, -0.07177], [-2.88072, -0.36941, -3.81892], [3.97398, -3.14722, -2.47572], [1.15138, 3.80180, -0.22341], [-1.66335, -3.44832, -0.23124], [-0.95723, -3.85674, -4.90231], [-3.10270, -0.78055, 2.64979], [-4.11426, -2.23597, -4.38640], [-3.53064, -4.26322, 1.07280], [1.07459, 2.70886, -0.14945], [2.37640, -4.25632, 1.33084], [1.48254, 0.29572, 2.98573], [-4.10845, -4.97867, 0.64900], [-1.09936, 3.93420, -0.79370], [-4.01619, 0.80361, 0.99573], [-3.45421, -0.69155, 0.19365], [-2.32132, 0.89845, -0.18401], [-3.26433, -2.88152, -4.17486], [-2.15466, 2.27629, 0.09430], [-2.64847, -2.67554, -0.65694], [-3.74822, -4.23066, 2.06064], [-3.30452, -3.73779, -4.84328], [2.12681, -1.23258, 0.27213], [0.24320, 0.21419, -3.15987], [2.12758, 1.13360, -2.73749], [0.52437, -1.67233, 2.15166], [-0.53709, -3.34681, -0.64528], [-3.45487, -2.97305, -0.14795], [-0.61327, 0.32084, -5.32801], [-1.20105, 2.85495, -0.95456], [-1.63837, 2.67653, -1.94140]],
  "forces_ev_per_a": [[0.480, 0.235, 0.178], [0.005, 0.230, -0.099], [-1.168, -0.133, -0.742], [-0.337, 0.277, -0.325], [0.032, -0.064, 0.007], [0.028, 0.021, -0.037], [0.077, 0.114, 0.046], [-0.301, -0.115, 0.095], [-0.215, -0.281, 0.366], [0.195, 0.298, -0.055], [0.575, 0.067, 0.247], [-0.007, -0.032, 0.033], [-0.059, 0.027, -0.031], [-0.123, -0.284, -0.477], [-0.099, 0.027, -0.075], [-0.012, -0.069, -0.033], [-0.058, -0.206, 0.301], [-0.177, -0.142, -0.081], [0.083, -0.003, -0.099], [-0.102, -0.143, -0.026], [-0.030, 0.052, -0.694], [0.092, -0.050, -0.147], [-0.200, -0.038, -0.217], [-0.072, 0.173, 0.023], [0.013, 0.006, -0.033], [0.107, 0.056, -0.249], [-0.050, 0.046, -0.151], [-0.343, -0.039, 0.754], [-0.099, 0.757, -0.347], [-0.034, -0.098, 0.244], [0.068, 0.190, 0.044], [0.312, -0.231, -0.027], [0.123, -0.054, 0.008], [-0.020, -0.021, 0.332], [2.500, -1.801, -0.290], [0.072, -0.171, -0.030], [-0.055, 0.054, -0.087], [0.006, -0.063, 0.086], [1.955, 0.144, -0.688], [0.060, 0.002, -0.013], [-0.084, -0.347, 0.416], [-0.031, 0.546, -0.213], [-0.107, -0.045, -0.076], [0.154, -0.058, -0.027], [0.247, -0.088, -0.114], [0.029, -0.017, 0.090], [0.093, -0.222, -0.034], [0.078, -0.128, 0.038], [-0.556, -0.366, 0.322], [0.050, -0.083, -0.005], [0.081, 0.113, -0.060], [-0.111, 0.011, -0.017], [-0.199, -0.281, 0.228], [0.279, -0.024, 0.283], [0.015, 0.068, 0.243], [-0.102, -0.028, -0.007], [0.076, -0.080, 0.097], [0.011, -0.032, -0.038], [0.035, -0.089, -0.018], [-0.105, 0.123, 0.127], [0.374, -0.073, -0.161], [-0.059, -0.003, -0.015], [0.266, 0.328, -0.200], [-0.097, 0.159, -0.191], [-0.008, 0.004, -0.102], [-0.069, -0.073, -0.036], [-3.360, 1.999, -0.059], [-0.503, -0.726, 1.162], [0.127, 0.045, 0.042], [-0.007, 0.013, 0.128], [0.407, 0.544, -0.045], [0.295, 0.016, 0.094], [0.091, 0.011, 0.248], [-0.522, -0.076, 0.109], [-0.008, 0.124, 0.075]],
  "mulliken_charge": [-0.52, 0.00, -1.21, -0.52, 0.31, 0.43, 0.23, -0.66, -1.04, 0.29, -0.60, 0.12, 0.28, 0.37, 0.43, 0.22, -0.10, 0.14, 0.53, 0.52, -0.10, 0.40, 0.03, 0.40, -0.85, -0.44, -0.77, -0.79, -1.02, -0.78, 0.28, 0.35, 0.46, 0.29, 0.35, 0.34, -0.83, 0.16, 1.82, 0.47, -0.72, -0.84, 0.52, 0.25, 0.48, 0.66, 0.43, 0.48, -0.03, 0.45, 0.45, 0.34, -0.63, -0.67, 0.30, 0.44, 0.21, 0.50, 0.52, -0.01, -0.09, -0.85, -0.35, -0.10, 0.21, 0.36, -0.62, 0.81, 0.53, 0.11, -0.26, 0.47, -0.66, -0.96, 0.28]
}

Which molar mass belongs to each record? In order, 88.066, 679.054 g/mol.